C6H9N in the gas phase at a distorted geometry. Source: OMol25; level of theory: ωB97M-V with the def2-TZVPD basis set.

```
16
Properties=species:S:1:pos:R:3:forces:R:3:mulliken_charge:R:1
C 3.2061 -0.2165 0.7372 0.8 1.8 -1.5 -0.495
C -0.4849 -1.3186 -0.6012 -0.5 -1.6 0.3 -1.034
C 0.0846 1.0314 -0.7120 1.5 -0.6 -1.9 -0.286
C -0.7978 -0.0610 -0.3138 -0.3 -1.4 -0.5 0.681
C 1.3765 0.3322 -0.7947 1.3 0.1 -0.4 -0.385
C -1.8779 0.1964 0.6993 -1.1 -2.9 -0.9 -1.250
N 2.3460 0.1947 -0.1063 -1.2 0.0 0.6 -0.004
H 4.1447 0.2448 0.6505 1.2 0.4 0.3 0.250
H 3.0763 -1.0403 1.3225 -0.7 -2.1 1.4 0.286
H -1.1441 -2.0146 -0.1207 -0.4 -0.6 0.1 0.255
H 0.3196 -1.8790 -1.1093 -0.3 1.3 0.0 0.338
H 0.0427 1.4294 -1.7107 -1.2 0.1 -0.7 0.221
H -0.0382 1.8431 -0.0956 0.3 2.0 2.0 0.423
H -2.3695 1.1383 0.5293 -0.1 0.4 0.5 0.395
H -1.3693 -0.0016 1.6428 -0.5 0.9 0.4 0.301
H -2.6608 -0.6938 0.6094 1.4 2.1 0.2 0.306
```
Positions in Å, forces in eV/Å.

Its energy above the lowest of the compared OMol25 structures with the same formula, charge and spin is 107.31 kcal per mole. As for the spin multiplicity: 1. The value obtained for the HOMO-LUMO gap is 8.30 eV. As for the HOMO energy: -7.348 eV. The LUMO energy is 0.95 eV.


10 unconnected molecules or ions with the total composition H20O10 at a distorted geometry. Source: OMol25; level of theory: ωB97M-V with the def2-TZVPD basis set.

```
30
Properties=species:S:1:pos:R:3:forces:R:3:mulliken_charge:R:1
O -0.1859 -0.5434 -2.0624 0.2 0.0 -0.1 -0.554
H 0.1753 -0.7573 -1.1921 0.3 -0.2 -0.6 0.251
H 0.2759 -0.9653 -2.7951 0.2 -0.2 0.6 0.247
O -1.4878 -1.4028 0.4784 0.1 -0.5 -0.3 -0.441
H -2.0808 -0.7109 0.8061 -0.2 -0.2 0.0 0.268
H -2.0085 -2.1955 0.2893 -0.1 0.5 0.0 0.226
O 3.9076 0.3841 0.9323 0.1 -0.2 -0.1 -0.652
H 3.7588 0.5307 1.8751 -0.2 0.2 -0.4 0.315
H 3.2672 0.9086 0.4328 0.1 0.1 0.4 0.332
O -1.6713 2.0642 2.7331 0.1 0.3 0.3 -0.574
H -1.8241 1.4078 3.4184 -0.2 0.1 -0.1 0.271
H -2.5339 2.4481 2.5232 0.2 -0.3 -0.1 0.304
O 0.7132 0.8014 0.6036 0.3 0.0 -1.1 -0.568
H 1.0809 -0.0872 0.6551 0.3 0.2 0.4 0.417
H -0.2222 0.6134 0.7231 0.0 0.3 0.5 0.108
O 1.7070 -2.9835 -0.9896 0.1 0.4 -0.5 -0.591
H 1.1565 -2.5441 -0.3376 0.0 -0.4 0.3 0.303
H 1.8430 -3.8986 -0.7352 -0.1 0.1 0.3 0.284
O -2.8975 1.4916 0.4106 -0.2 0.2 0.2 -0.586
H -3.6055 1.8397 -0.1421 0.0 -0.3 -0.2 0.286
H -2.1138 1.6307 -0.1314 0.0 0.2 0.0 0.297
O 2.9210 0.7855 -2.7343 -0.8 -1.2 -0.4 -0.595
H 2.5465 0.4545 -3.5664 0.4 0.9 -0.4 0.301
H 2.5337 0.0551 -2.2262 0.4 0.4 0.9 0.290
O -0.1561 -0.5811 2.5331 0.0 -0.3 0.8 -0.475
H -0.2616 -0.3983 3.4712 0.2 -0.1 0.1 0.227
H -0.1797 -1.5381 2.4353 -0.2 0.0 0.1 0.274
O -2.5346 0.4294 -2.1217 -0.3 -0.8 0.2 -0.631
H -2.7443 -0.4293 -2.5305 0.0 0.6 0.0 0.281
H -1.8059 0.1436 -1.5312 -0.5 0.3 -0.8 0.384
```
Positions in Å, forces in eV/Å.

Its SMILES is O.O.O.O.O.O.O.O.O.O. Its energy above the lowest of the compared OMol25 structures with the same formula, charge and spin is 92.35 kcal per mole. As for the spin multiplicity: 1. The value obtained for the HOMO-LUMO gap is 10.39 eV. As for the HOMO energy: -10.547 eV. The LUMO energy is -0.15 eV.


3 unconnected molecules or ions with the total composition C18H29B3FNO9 at a distorted geometry. Source: OMol25; level of theory: ωB97M-V with the def2-TZVPD basis set.

```
61
Properties=species:S:1:pos:R:3:forces:R:3:mulliken_charge:R:1
C 8.3428 -0.8444 -1.8920 -0.3 0.5 0.5 -0.939
C 9.2638 0.4779 -1.7312 -0.6 0.1 0.9 -0.410
C 8.5091 1.8002 -2.2832 1.3 -0.2 -1.9 0.620
O 8.6244 2.1098 -3.4912 -1.0 -0.7 4.1 -0.562
O 7.7921 2.5432 -1.3143 0.7 -1.1 -2.5 -0.397
C 6.8356 3.4560 -1.9267 -1.1 1.4 -0.1 -0.362
C 5.5649 2.6736 -2.5166 0.5 0.5 0.0 -0.367
B 4.1381 3.4253 -2.2665 -0.3 0.3 -1.1 0.355
O 3.9300 4.4344 -1.2219 -1.7 -2.6 0.1 -0.396
B 2.6315 4.2795 -0.6179 -1.5 0.4 0.1 0.625
F 2.3503 4.3152 0.7746 1.2 0.2 -3.5 -0.274
O 1.5024 4.0183 -1.5048 3.0 -2.1 1.3 -0.390
B 1.9367 2.8069 -2.2092 -0.9 0.9 -0.9 0.373
C 1.2601 1.3370 -1.9207 1.1 -0.9 -0.5 0.245
C 2.2491 0.1616 -1.9991 -4.1 -1.7 1.1 -0.133
C 1.6448 -1.2607 -1.6774 -2.8 5.0 0.2 -0.587
C 0.1225 -1.1676 -1.3373 1.5 0.7 -0.5 -0.015
C -0.7280 0.1183 -1.3471 3.6 -0.4 -0.5 -0.220
N -0.1323 1.3723 -1.6434 1.6 -4.0 0.5 -0.357
O 3.0409 2.9971 -3.1400 0.4 0.0 4.0 -0.224
H 7.4426 -0.7079 -1.1826 1.3 -0.3 -1.1 0.231
H 7.9409 -0.9810 -2.9505 0.7 0.2 1.4 0.278
H 8.9121 -1.7885 -1.5568 -0.8 1.6 -0.6 0.320
H 9.4569 0.5956 -0.6059 -0.3 0.0 -1.6 0.242
H 10.2811 0.3380 -2.2337 -1.7 0.5 0.4 0.311
H 7.2893 4.1156 -2.7493 -0.3 -1.3 1.2 0.272
H 6.5235 4.1889 -1.0893 0.5 -1.5 -1.2 0.299
H 5.6968 2.4586 -3.6422 -0.2 0.3 1.8 0.300
H 5.5161 1.6551 -1.9960 -0.1 1.3 -0.6 0.089
H 3.3477 0.3037 -2.2630 -1.8 -0.1 0.3 0.201
H 2.2529 -2.2186 -1.6636 -1.1 1.4 0.0 0.352
H -0.4173 -2.1461 -1.0684 0.9 1.7 -0.5 0.229
H -1.8439 0.0662 -1.0795 2.1 0.2 -0.6 0.275
C -5.0666 -4.5210 0.9673 -0.1 0.0 -0.2 -1.086
C -3.8533 -3.6471 1.2139 -0.3 0.0 0.1 -0.094
O -3.2309 -3.2689 -0.0227 0.7 -0.1 0.0 -0.382
C -3.6011 -2.2084 -0.7645 -0.3 0.3 -0.5 0.823
C -4.9114 -1.5382 -0.4658 -0.1 0.4 0.4 -0.631
O -2.9153 -1.8516 -1.6967 -0.2 -0.6 0.7 -0.603
H -5.8357 -3.9906 0.4020 0.0 0.0 0.1 0.279
H -5.5004 -4.8526 1.9134 0.0 0.0 0.0 0.368
H -4.7907 -5.3998 0.3789 0.0 0.0 0.1 0.343
H -4.0848 -2.7688 1.8210 -0.1 0.0 -0.1 0.100
H -3.1066 -4.2192 1.7701 0.1 0.1 -0.3 0.342
H -5.6896 -1.9844 -1.0866 0.1 0.0 0.0 0.285
H -4.8201 -0.4795 -0.7098 0.0 -0.2 -0.1 0.323
H -5.2002 -1.5842 0.5818 -0.1 -0.1 -0.1 -0.022
C -7.4917 -1.3392 4.5457 -0.1 0.1 -0.1 -1.053
C -5.9799 -1.2804 4.4615 -0.3 0.0 0.1 -0.370
O -5.5517 -0.8829 3.1499 0.4 -0.4 -0.2 -0.363
C -5.4276 0.3967 2.7439 0.0 0.6 -0.5 0.825
C -6.0367 1.4865 3.5805 0.3 0.3 0.5 -1.166
O -4.8932 0.6472 1.6894 -0.2 -0.5 0.7 -0.527
H -7.9424 -0.3593 4.3746 0.1 0.0 0.1 0.273
H -7.8085 -1.6981 5.5273 0.0 0.0 -0.1 0.386
H -7.8908 -2.0091 3.7798 0.1 0.0 0.1 0.313
H -5.5410 -0.6383 5.2283 0.0 0.1 -0.1 0.355
H -5.5725 -2.2809 4.6265 0.1 0.1 -0.2 0.332
H -7.0473 1.6869 3.2234 0.0 0.0 0.0 0.269
H -5.4307 2.3863 3.4671 -0.2 -0.1 -0.2 0.338
H -6.0570 1.2652 4.6463 -0.2 -0.1 -0.1 0.355
```
Positions in Å, forces in eV/Å.

Its SMILES is CCC(=O)OCCB1OB(F)OB(c2ccccn2)O1.CCOC(C)=O.CCOC(C)=O. As for the spin multiplicity: 1. The value obtained for the HOMO-LUMO gap is 9.00 eV. As for the HOMO energy: -8.885 eV. The LUMO energy is 0.12 eV.


A molecular structure, C51H61Cl3N4O5PbSSb2. Source: OMol25; level of theory: ωB97M-V with the def2-TZVPD basis set.

```
128
Properties=species:S:1:pos:R:3:forces:R:3:mulliken_charge:R:1
Pb 0.0515 -1.2369 -0.3172 -0.2 0.4 0.0 2.543
C 2.2898 2.6981 1.3192 0.0 0.0 0.0 -0.433
C 3.6966 2.5480 0.7343 -0.1 -0.1 0.0 0.609
C 4.2102 1.1082 0.8354 -0.1 -0.1 0.0 -1.783
Sb 3.2536 -0.1022 -0.6633 0.5 0.0 0.0 -0.420
C 4.1047 -2.0094 -0.1877 -0.1 0.1 0.0 0.779
C 3.5632 -3.1451 -0.7886 0.0 0.0 0.1 -0.385
C 4.0975 -4.4014 -0.5283 0.0 0.0 0.0 -0.774
C 5.1556 -4.5370 0.3592 0.0 0.0 0.0 -0.644
C 5.6924 -3.4130 0.9742 0.0 0.0 0.0 -0.751
C 5.1745 -2.1547 0.6952 0.0 0.0 -0.1 -0.418
C 4.5602 0.3581 -2.2952 -0.2 0.0 0.1 1.052
C 4.4645 -0.4159 -3.4497 -0.1 0.0 0.0 -0.544
C 5.3286 -0.2008 -4.5134 0.0 0.0 0.0 -0.713
C 6.2922 0.7950 -4.4328 0.0 0.0 0.0 -0.605
C 6.3798 1.5815 -3.2928 0.0 0.0 0.0 -0.776
C 5.5150 1.3673 -2.2262 0.0 0.0 -0.1 -0.258
Sb 0.8778 4.0681 0.4103 0.0 0.0 -0.2 0.762
C 0.6940 3.1323 -1.5448 0.1 0.1 0.0 -0.154
C 1.7669 3.0252 -2.4385 -0.1 0.0 0.0 0.409
C 1.5662 2.6768 -3.7690 0.0 0.0 0.0 -0.767
C 0.2757 2.4700 -4.2463 0.0 0.0 0.0 -0.760
C -0.8005 2.5554 -3.3729 0.0 -0.1 0.0 -0.777
C -0.5867 2.8645 -2.0310 0.0 0.0 0.1 -0.512
C 2.2641 5.5517 -0.2845 -0.1 -0.1 0.1 0.135
C 3.3429 5.9520 0.5011 0.0 -0.1 0.0 -0.341
C 4.1971 6.9585 0.0703 0.0 0.0 0.0 -0.605
C 3.9708 7.5869 -1.1455 0.0 0.0 0.0 -0.491
C 2.8817 7.2152 -1.9231 0.0 0.0 0.0 -0.590
C 2.0326 6.2048 -1.4946 0.0 0.0 0.0 -0.416
H 2.3349 2.9748 2.3747 0.0 -0.1 0.0 0.541
H 1.7487 1.7454 1.2742 0.1 0.0 0.0 -0.638
H 4.3932 3.2108 1.2503 0.0 0.0 0.0 0.542
H 3.7123 2.8610 -0.3091 0.1 0.1 -0.1 -0.389
H 3.9804 0.6845 1.8165 0.0 0.0 0.0 0.506
H 5.2895 1.0481 0.6901 0.0 -0.1 -0.1 0.737
H 2.7293 -3.0563 -1.4808 0.0 0.0 0.0 0.373
H 3.7031 -5.2762 -1.0312 0.0 0.0 0.0 0.515
H 5.5729 -5.5156 0.5596 0.0 0.0 0.0 0.464
H 6.5289 -3.5145 1.6542 0.0 0.0 0.0 0.478
H 5.6237 -1.2811 1.1546 0.0 0.0 0.0 0.391
H 3.7208 -1.2043 -3.5250 0.0 0.0 0.0 0.395
H 5.2537 -0.8088 -5.4058 0.0 0.0 0.0 0.438
H 6.9741 0.9580 -5.2568 0.0 0.0 0.0 0.420
H 7.1257 2.3633 -3.2293 0.0 0.0 0.0 0.435
H 5.5974 2.0068 -1.3568 0.0 0.0 0.1 0.206
H 2.7680 3.2809 -2.1183 0.1 0.0 0.0 0.283
H 2.4128 2.6101 -4.4423 0.0 0.0 0.0 0.434
H 0.1108 2.2662 -5.2972 0.0 0.0 0.0 0.346
H -1.8096 2.4213 -3.7455 0.0 0.0 0.0 0.547
H -1.4364 2.9435 -1.3590 0.0 0.0 -0.1 0.685
H 3.5234 5.4786 1.4611 0.0 0.0 0.0 0.428
H 5.0364 7.2578 0.6852 0.0 0.0 0.0 0.404
H 4.6368 8.3703 -1.4826 0.0 0.0 0.0 0.392
H 2.6927 7.7170 -2.8637 0.0 0.0 0.0 0.406
H 1.1884 5.9281 -2.1165 0.0 0.0 0.0 0.433
O -0.6388 0.7953 1.3522 0.1 -0.1 -0.2 -0.371
H -0.1344 0.4569 2.1064 0.0 0.0 0.1 0.215
H -1.5658 0.7892 1.6210 0.0 0.1 0.0 0.135
O -0.0015 -3.0266 -2.3653 0.0 0.1 0.0 -0.373
H 0.3367 -2.4427 -3.0627 -0.1 0.0 0.0 0.251
H -0.8302 -3.3932 -2.6942 0.0 -0.1 0.0 0.216
O 0.6113 -0.4161 -3.0551 -0.1 -0.1 0.1 -0.404
H 1.3248 0.2352 -3.1497 0.0 0.0 0.0 0.052
H -0.1541 0.0481 -3.4204 0.0 0.1 -0.1 0.265
C 0.4799 -6.7514 -0.6897 0.0 0.1 0.0 -1.451
C 0.2563 -6.2117 0.7361 0.0 -0.1 -0.2 2.209
C -1.0656 -6.7378 1.3107 0.0 0.0 0.0 -1.742
C 1.4340 -6.5795 1.6484 0.0 0.1 0.0 -1.352
C 0.1811 -4.7478 0.6270 0.0 0.0 0.1 -0.591
N 0.1229 -3.6056 0.5303 -0.1 -0.3 0.1 -0.331
H 0.6074 -7.8325 -0.6428 0.0 0.0 0.0 0.450
H 1.3695 -6.3133 -1.1421 0.0 0.0 0.0 0.206
H -0.3760 -6.5306 -1.3278 0.0 0.0 0.0 0.376
H -1.0351 -7.8272 1.3043 0.0 0.0 0.0 0.421
H -1.9189 -6.4168 0.7134 0.0 0.0 0.0 0.403
H -1.2091 -6.4058 2.3390 0.0 0.0 0.0 0.377
H 1.5273 -7.6648 1.6756 0.0 0.0 0.0 0.448
H 1.2661 -6.2246 2.6660 0.0 0.0 0.0 0.319
H 2.3702 -6.1597 1.2787 0.0 0.0 0.0 0.204
Cl -5.2943 5.5710 -3.4422 0.0 0.0 0.0 -0.196
C -5.6313 4.2765 -2.3504 0.0 0.0 0.0 0.412
C -6.3757 3.1864 -2.7778 -0.1 0.0 0.0 -1.055
C -6.6196 2.1533 -1.8925 0.0 0.0 0.0 -0.425
C -6.1288 2.1705 -0.5877 0.1 0.0 0.1 -0.444
C -6.4888 1.0492 0.3587 -0.1 0.1 0.0 0.614
C -6.1037 -0.3530 -0.1163 -0.1 0.0 -0.1 -1.460
N -4.7252 -0.7281 0.1817 0.0 0.1 0.1 0.355
C -4.3217 -1.2312 1.3923 0.0 0.0 0.0 -0.484
C -2.9966 -1.5017 1.2656 0.1 -0.1 -0.1 -0.806
N -2.5783 -1.1771 -0.0107 0.1 0.1 0.1 0.187
C -3.6473 -0.6942 -0.6217 0.0 -0.2 -0.1 -0.499
O -7.8971 1.0023 0.5306 0.0 0.0 0.0 -0.383
C -8.3495 1.5255 1.7800 0.0 0.0 0.0 -0.749
C -7.7580 0.8035 2.9606 0.0 0.0 -0.1 0.409
C -7.8891 -0.5326 3.2014 0.0 0.0 0.1 0.561
Cl -8.8064 -1.6609 2.2927 0.0 0.0 0.0 -0.170
S -7.0509 -1.0409 4.6126 0.0 0.0 -0.1 -0.180
C -6.5028 0.5560 4.9053 0.0 -0.1 0.0 -0.459
C -6.9493 1.4232 3.9609 0.0 0.0 0.0 -0.684
C -5.4008 3.2891 -0.1895 0.0 -0.1 -0.2 1.011
Cl -4.7734 3.4250 1.4302 0.1 0.0 0.0 -0.218
C -5.1502 4.3434 -1.0555 0.1 0.0 0.0 -0.904
H -6.7744 3.1615 -3.7826 0.0 0.0 0.0 0.482
H -7.2475 1.3268 -2.2047 0.0 0.0 0.0 0.442
H -5.9935 1.2170 1.3159 0.0 0.0 0.1 0.596
H -6.2799 -0.4812 -1.1832 0.0 0.0 0.0 0.446
H -6.7475 -1.0435 0.4228 0.0 -0.1 -0.1 0.215
H -5.0084 -1.3651 2.2138 0.0 0.0 0.0 0.272
H -2.3276 -1.9491 1.9850 0.0 0.0 0.0 0.440
H -3.6876 -0.3645 -1.6482 0.0 0.1 0.0 0.506
H -9.4328 1.4197 1.7583 0.0 0.0 0.0 0.339
H -8.1074 2.5904 1.8484 0.0 0.0 0.0 0.294
H -5.8918 0.7618 5.7697 0.0 0.0 0.0 0.455
H -6.7348 2.4834 3.9717 0.0 0.0 0.0 0.427
H -4.5975 5.2092 -0.7192 0.0 0.0 0.0 0.497
C 0.7187 -2.7374 4.4731 0.0 0.0 0.0 -0.826
N 1.9632 -2.4584 3.7715 -0.1 0.0 0.0 0.201
C 3.1912 -2.9308 4.3967 0.0 0.0 0.0 -0.813
C 1.9920 -1.7690 2.6462 0.0 -0.1 0.0 0.541
O 0.9936 -1.2767 2.0838 0.0 0.1 0.0 -0.558
H 0.6093 -3.8144 4.6026 0.0 0.0 0.0 0.335
H -0.1143 -2.3536 3.8938 0.0 0.0 0.0 0.095
H 0.7282 -2.2655 5.4556 0.0 0.0 0.0 0.351
H 3.1734 -4.0169 4.4899 0.0 0.0 0.0 0.312
H 3.2903 -2.4958 5.3913 0.0 0.0 0.0 0.335
H 4.0497 -2.6402 3.7948 0.0 0.0 0.0 0.215
H 2.9919 -1.6708 2.2112 0.0 0.0 0.0 -0.111
```
Positions in Å, forces in eV/Å.

Its energy above the lowest of the compared OMol25 structures with the same formula, charge and spin is 12.57 kcal per mole. As for the spin multiplicity: 1. The value obtained for the HOMO-LUMO gap is 7.59 eV. As for the HOMO energy: -12.007 eV. The LUMO energy is -4.42 eV. Its total charge is +2.


2 unconnected molecules or ions with the total composition C2HF3O3S at a distorted geometry. Source: OMol25; level of theory: ωB97M-V with the def2-TZVPD basis set.

```
10
Properties=species:S:1:pos:R:3:forces:R:3:mulliken_charge:R:1
C 1.9168 0.6348 -1.3563 6.9 -1.3 3.6 0.121
C -1.2406 -0.9831 0.3221 0.7 1.1 1.0 0.623
O 3.0950 0.5378 -1.3815 -3.8 0.3 -0.2 -0.245
O 0.3738 0.5301 2.1693 -0.3 -0.3 -1.2 -0.527
O -0.9040 1.8443 0.4907 0.5 -0.5 -0.3 -0.515
F -0.2974 -1.9120 0.2707 -0.1 -0.6 -0.2 -0.216
F -1.8818 -0.9451 -0.8606 0.3 0.2 1.2 -0.191
F -2.0678 -1.2366 1.3566 0.4 0.2 -1.3 -0.192
S -0.0527 0.6982 0.7831 -0.7 -0.2 0.4 0.688
H 1.0587 0.8317 -1.7941 -3.9 1.1 -2.9 0.454
```
Positions in Å, forces in eV/Å.

Its energy above the lowest of the compared OMol25 structures with the same formula, charge and spin is 60.70 kcal per mole. As for the spin multiplicity: 1. The value obtained for the HOMO-LUMO gap (alpha / beta) is 8.45 / 6.31 eV. As for the HOMO energy (alpha / beta): -9.576 / -8.884 eV. The LUMO energy (alpha / beta) is -1.12 / -2.58 eV.


C2Cl3F3 in the gas phase at a distorted geometry. Source: OMol25; level of theory: ωB97M-V with the def2-TZVPD basis set.

```
8
Properties=species:S:1:pos:R:3:forces:R:3:mulliken_charge:R:1
F -0.3951 -1.0750 -1.3810 -1.9 0.4 -0.1 -0.168
C -0.7373 -0.4586 -0.2527 3.4 0.7 2.4 0.511
F -0.7631 -1.4194 0.7501 -1.1 0.8 -1.3 -0.203
Cl -2.1676 0.6698 -0.1648 1.5 -1.7 -0.6 -0.088
C 0.7082 0.3200 0.2331 -3.5 2.2 -1.0 0.359
F 0.4135 0.7566 1.4914 1.0 -1.9 0.5 -0.183
Cl 2.0031 -0.7330 -0.1750 0.4 -0.1 1.0 -0.083
Cl 0.9384 1.9397 -0.5012 0.1 -0.4 -1.0 -0.145
```
Positions in Å, forces in eV/Å.

Its SMILES is FC(F)(Cl)C(F)(Cl)Cl. Its energy above the lowest of the compared OMol25 structures with the same formula, charge and spin is 32.19 kcal per mole. As for the spin multiplicity: 1. The value obtained for the HOMO-LUMO gap is 12.02 eV. As for the HOMO energy: -11.533 eV. The LUMO energy is 0.49 eV.